89
Properties=species:S:1:pos:R:3:forces:R:3:mulliken_spin:R:1 method="wB97M-V/def2-TZVPD" e_tot_ev=-117262.57074 s2=3.79 largest_force_ev_per_a=1.00 multiplicity=4 mol_weight_g_mol=797.707 orbital_gap_ev="5.61 / 7.64" total_charge=+1
Tc 1.179807 0.294108 -0.080633 -0.3 -0.5 -0.2 1.87
C 1.428263 -2.392640 1.078147 -0.2 -0.2 0.2 0.00
N 2.097809 -1.670202 -0.037084 -0.3 0.1 0.1 -0.07
C 3.545319 -1.634578 0.301090 0.2 0.1 -0.1 0.02
C 4.490506 -0.808472 -0.571472 -0.2 0.1 0.0 0.02
C 4.056317 0.649335 -0.830359 0.1 -0.2 -0.3 0.01
N 3.050997 1.071439 0.136533 0.4 0.6 0.4 -0.02
C 3.443486 1.825557 1.112379 0.0 -0.2 -0.2 -0.01
C 2.718377 2.111426 2.310254 -0.5 0.0 0.3 0.00
C 3.258758 3.040770 3.219287 0.1 0.0 -0.1 -0.01
C 2.672954 3.287329 4.434300 0.0 0.1 0.1 0.02
C 1.526425 2.571415 4.795845 0.0 0.0 -0.1 -0.01
C 0.982745 1.640184 3.941839 -0.1 -0.1 0.0 0.01
C 1.545779 1.389530 2.677551 0.5 0.4 0.0 0.03
O 1.016546 0.479227 1.899834 -0.3 -0.3 0.0 0.09
C 1.820514 -2.463658 -1.268896 -0.1 0.1 -0.3 0.01
C 2.020037 -1.776083 -2.616866 -0.1 0.2 0.1 0.04
C 1.000551 -0.681342 -2.938950 0.0 -0.1 0.1 -0.02
N 1.181406 0.507017 -2.128779 -0.3 0.0 0.1 0.24
C 1.543979 1.648356 -2.757467 0.2 0.1 -0.1 0.39
C 1.643223 2.931512 -2.181247 -0.2 -0.1 0.2 -0.03
C 2.363764 3.962712 -2.847714 0.0 0.0 0.0 0.14
C 2.497619 5.221970 -2.319187 0.0 0.0 0.0 -0.08
C 1.920045 5.554835 -1.088014 0.0 0.0 0.0 0.20
C 1.195126 4.587542 -0.408507 -0.1 0.0 0.2 -0.09
C 1.071654 3.334515 -0.954344 0.3 0.3 -0.3 0.21
O 0.299940 2.365355 -0.205726 0.4 -0.5 0.3 0.00
H 1.784654 -3.425635 1.136192 0.1 0.0 0.0 0.00
H 0.353736 -2.393757 0.908212 0.1 0.0 0.0 0.00
H 1.622174 -1.884256 2.018800 0.1 0.0 0.0 0.00
H 3.918739 -2.663783 0.314193 -0.1 0.0 0.1 0.00
H 3.608061 -1.249375 1.319403 -0.1 0.0 0.0 0.00
H 4.682080 -1.301201 -1.523089 0.0 0.0 0.0 0.00
H 5.438873 -0.803894 -0.030696 0.0 -0.1 0.0 0.00
H 3.626551 0.737388 -1.824864 0.0 0.1 0.0 -0.01
H 4.932718 1.298676 -0.784993 -0.1 0.1 0.0 0.00
H 4.444425 2.252101 1.050821 0.1 -0.1 0.0 0.00
H 4.167772 3.563060 2.941941 0.0 0.0 0.0 0.00
H 3.103314 4.007956 5.115225 0.0 0.0 0.0 0.00
H 1.070702 2.741052 5.762698 0.0 0.0 0.0 0.00
H 0.113859 1.061366 4.230532 0.0 0.0 0.0 0.00
H 0.772067 -2.762898 -1.210974 0.0 0.0 0.1 -0.01
H 2.433285 -3.370758 -1.231156 0.0 0.0 0.1 0.00
H 1.928104 -2.558670 -3.374045 0.0 0.0 0.0 -0.01
H 3.020378 -1.355712 -2.712491 0.1 -0.1 -0.1 -0.01
H -0.013282 -1.061531 -2.769626 0.1 -0.1 -0.1 -0.01
H 1.088117 -0.432996 -4.000016 0.0 0.1 0.0 0.02
H 1.847290 1.570532 -3.800392 0.0 0.0 0.0 0.02
H 2.830935 3.716528 -3.793309 0.0 0.0 0.0 0.00
H 3.064729 5.969237 -2.858589 0.0 0.0 0.0 0.00
H 2.029868 6.543007 -0.666287 0.0 0.0 0.0 0.02
H 0.720518 4.807479 0.540556 0.0 0.0 0.0 0.00
N -2.096532 2.399714 -0.665816 -0.2 -0.2 0.1 0.00
C -0.970354 2.371122 -0.438415 -0.3 0.3 -0.3 0.02
O -0.722237 -0.747716 -0.279946 0.7 0.7 0.0 0.00
As -2.354373 -1.013872 -0.119715 -0.5 -0.8 0.0 -0.02
C -3.205455 -0.313431 1.461015 0.2 0.1 -0.3 0.00
C -4.579731 -0.447249 1.615693 0.0 0.0 -0.1 0.00
C -5.174372 -0.039872 2.800067 -0.1 0.0 0.0 0.00
C -4.400368 0.499469 3.818020 0.0 0.0 0.0 0.00
C -3.024332 0.605877 3.665399 -0.1 0.0 0.1 0.00
C -2.420682 0.189867 2.489096 0.2 0.1 -0.1 -0.01
C -3.337311 -0.657576 -1.747545 0.0 0.0 0.3 0.00
C -2.963864 -1.337837 -2.901014 0.2 0.0 0.0 0.01
C -3.704487 -1.195745 -4.063619 0.0 0.0 0.1 0.00
C -4.823953 -0.376393 -4.070375 0.0 0.0 0.0 0.00
C -5.181001 0.323795 -2.926476 -0.1 0.0 0.0 0.00
C -4.442665 0.184217 -1.761689 0.1 0.1 0.1 0.00
C -2.357737 -2.936769 0.222793 0.1 0.3 0.2 0.00
C -1.900795 -3.853455 -0.720905 -0.1 0.1 -0.1 0.00
C -1.691992 -5.176805 -0.366355 0.0 0.0 -0.1 0.00
C -1.920957 -5.596161 0.936803 0.0 0.0 0.0 0.00
C -2.359516 -4.686265 1.885799 0.0 0.0 0.0 0.00
C -2.572688 -3.361534 1.531609 -0.1 0.1 -0.1 0.00
H -5.177563 -0.876033 0.819705 -0.1 0.0 0.1 0.00
H -6.242974 -0.147913 2.930161 0.0 0.0 0.0 0.00
H -4.873147 0.832209 4.732367 0.0 0.0 0.0 0.00
H -2.424273 1.015345 4.467873 0.0 0.0 0.0 0.00
H -1.343800 0.246476 2.365067 0.0 0.1 0.0 0.00
H -2.080297 -1.961713 -2.904784 0.0 0.0 -0.1 0.00
H -3.412935 -1.733013 -4.956078 0.0 0.0 0.0 0.00
H -5.410090 -0.275072 -4.974048 0.0 0.0 0.0 0.00
H -6.043395 0.976710 -2.940682 0.0 0.0 0.0 0.00
H -4.702255 0.752251 -0.878603 -0.1 0.0 0.0 0.00
H -1.708003 -3.549088 -1.740101 0.0 0.0 0.0 0.00
H -1.344806 -5.879565 -1.112654 0.0 0.0 0.0 0.00
H -1.756360 -6.629925 1.210497 0.0 0.0 0.0 0.00
H -2.520421 -4.997895 2.909401 0.0 0.0 0.0 0.00
H -2.915848 -2.657233 2.277634 0.0 0.0 0.1 0.00